# 1
Density functional theory data (ωB97M-V with the def2-TZVPD basis set) for a 10-piece molecular cluster, C36H57N10O7 overall.

Computed properties:
- Electronic energy: -67454.6817 eV
- HOMO: -9.51 eV
- Orbital gap: 4.15 eV
- Net charge: +1

```
110
Properties=species:S:1:pos:R:3:forces:R:3
C 0.801 0.689 -0.445 -0.8404 2.5322 -3.7353
C 0.318 -0.296 0.493 2.4363 0.8393 3.9397
C 0.719 0.179 2.055 1.9440 1.5347 -2.0909
C 0.092 -0.633 3.073 -2.8283 -4.0767 -4.5570
C -1.412 -0.442 2.933 0.6177 -0.7704 2.4131
C -1.917 -0.895 1.523 -4.4778 0.7479 4.0480
N -1.142 -0.395 0.463 0.0219 -1.2109 -5.8169
O -1.631 -0.289 -0.687 0.9652 0.0694 4.1506
C -3.356 -0.230 1.468 1.5032 1.3644 0.9012
C -2.088 -2.458 1.464 9.8694 4.0558 1.9969
C 1.042 -1.642 0.214 3.4565 5.0013 -5.0570
H 1.837 0.902 -0.381 0.9773 0.6114 1.4088
H 0.178 1.651 -0.587 1.0567 -1.3941 0.6939
H 0.907 0.307 -1.470 -0.9846 -0.3141 0.0038
H 0.567 1.322 2.157 -0.2181 -1.9565 -0.2801
H 1.788 0.036 2.392 -0.3711 0.4154 -1.9588
H 0.294 -0.193 3.898 1.8863 2.2269 6.1325
H 0.505 -1.711 3.013 -0.8961 1.5514 0.4143
H -1.559 0.617 3.255 -0.1857 -0.3559 -1.3713
H -1.901 -0.882 3.897 0.0590 -0.2366 -2.3541
H -3.195 0.794 1.888 -0.5543 -0.7694 -0.3140
H -4.151 -0.728 1.975 0.1279 -0.7319 1.1371
H -3.799 -0.126 0.540 -0.2493 0.1574 -2.4209
H -0.976 -2.830 1.601 -2.4314 0.0535 -0.3317
H -2.397 -2.599 0.592 -2.8116 -2.0399 -7.4664
H -2.636 -2.784 2.177 -3.7879 -1.8655 4.7882
H 0.644 -2.151 -0.639 0.0061 0.0956 -1.1168
H 0.795 -2.199 0.921 -1.2370 -5.2695 6.5571
H 2.256 -1.464 0.148 -3.3147 -0.3731 0.2118
N 4.513 -0.982 -3.689 0.4982 -1.3863 -2.0158
C 5.421 0.013 -3.954 -4.9190 5.1376 3.6473
C 4.870 1.344 -3.358 -0.2629 -4.6490 -0.7621
C 3.543 0.890 -2.761 0.7574 -0.2900 -1.8819
C 3.367 -0.632 -3.075 -1.8110 5.4264 2.2679
H 4.561 -1.825 -4.300 -0.0335 0.6016 1.1921
H 6.365 -0.176 -4.253 2.7097 -0.7446 -1.3404
H 5.473 2.359 -3.433 -1.7702 -2.3889 0.4193
H 2.747 1.723 -2.389 1.9403 -2.6592 -0.6992
H 2.441 -1.255 -2.692 2.5369 1.0793 -1.4332
N 2.738 -5.473 -2.804 -3.3784 2.7655 -0.6142
C 2.309 -4.137 -2.398 -4.2216 -3.2881 -7.0702
C 1.154 -3.826 -3.396 3.0066 -3.0071 2.8680
C 0.769 -5.019 -4.213 8.7028 0.4265 7.3509
C 1.927 -6.026 -3.797 -2.4649 4.0084 -0.8486
H 3.636 -5.788 -2.562 0.9609 -0.9258 0.3886
H 2.615 -3.510 -1.630 1.0838 0.4554 1.2946
H 0.846 -2.807 -3.215 -1.0901 -0.0469 -0.7785
H 0.216 -5.047 -5.032 -2.5213 -0.4403 -3.2677
H 2.222 -6.874 -4.417 -0.0244 0.1124 0.7213
N -4.458 0.073 7.288 -1.8859 1.9475 -4.6939
C -5.281 1.008 6.612 -1.9174 -1.3881 -1.1260
C -5.735 0.428 5.279 2.1007 2.9197 1.7902
C -4.876 -0.710 5.117 0.8974 0.3942 2.2272
C -4.060 -0.853 6.373 -2.6861 -1.3389 -2.8754
H -4.149 0.227 8.198 0.7615 0.0223 1.4709
H -5.651 1.927 7.155 0.5243 -1.3426 -0.7942
H -6.348 1.094 4.451 1.6428 -2.1667 2.4662
H -4.852 -1.380 4.216 0.1280 0.6540 1.3224
H -3.672 -1.821 6.658 0.4830 0.2732 0.1777
N 4.998 2.513 2.207 1.5522 -0.0584 -2.8101
C 4.564 2.860 0.915 -7.6586 0.4593 5.7600
C 3.057 3.082 1.165 4.0224 -1.6763 2.2990
C 2.768 2.679 2.654 2.3263 1.7287 -3.6817
C 4.041 2.371 3.180 -2.6204 2.1635 -6.2614
H 6.029 2.408 2.236 -1.2819 -0.3878 1.0315
H 5.136 2.864 0.064 1.3613 0.2011 -1.5714
H 2.375 3.550 0.477 -0.1925 -0.2478 -0.1236
H 1.785 2.903 3.110 1.0654 -0.5221 -0.0353
H 4.354 2.090 4.046 1.5163 -1.5726 5.3956
N -6.597 -1.202 -1.313 -0.0223 1.8569 -0.8944
C -5.384 -1.092 -1.933 1.6820 -3.6221 2.2552
C -4.624 -2.262 -1.514 -2.9473 0.0075 -0.2523
C -5.499 -3.171 -0.745 -3.3835 9.0437 -2.2141
C -6.781 -2.335 -0.592 1.3724 -2.6827 0.0331
H -7.175 -0.351 -1.429 -0.1826 -1.4553 0.6226
H -5.082 -0.246 -2.515 -0.0720 0.2012 -0.0685
H -3.674 -2.534 -1.922 0.4325 0.0028 -0.0249
H -5.440 -4.084 -0.371 0.7592 -3.8278 1.4718
H -7.832 -2.581 -0.142 2.4689 0.5102 -0.8738
N 5.305 -1.265 -0.816 -0.0860 -2.1110 -2.4211
C 6.138 -2.361 -0.749 0.9271 2.2823 6.4486
C 6.569 -2.483 0.743 -3.6724 2.6152 -2.0989
C 5.592 -1.482 1.462 0.7804 -1.4872 -7.4956
C 4.813 -0.831 0.316 2.2238 -0.9402 4.8961
H 4.981 -0.985 -1.770 0.2180 -0.1210 1.7641
H 6.386 -2.647 -1.704 1.4550 -1.4182 -1.5701
H 7.394 -3.068 1.247 -1.4016 0.5588 -0.9828
H 5.456 -1.397 2.484 -0.2235 0.3634 1.6631
H 4.055 -0.070 0.292 0.0030 0.3256 0.3763
C -2.030 4.465 -2.580 -2.5321 -1.0373 3.2420
N -0.739 4.121 -1.945 3.9653 0.4229 -1.8466
O -0.473 4.497 -0.828 -1.2681 -0.2086 0.4467
O 0.206 3.702 -2.682 -2.6747 0.0253 0.8176
H -2.929 4.042 -1.899 2.2529 0.7825 -1.5714
H -2.104 4.126 -3.565 0.1992 -0.7522 -1.2274
H -2.111 5.529 -2.528 0.1171 0.6850 0.0368
C -2.027 5.712 1.713 0.1006 0.3040 2.1134
N -2.922 4.521 1.377 7.1132 -0.9813 0.4718
O -2.290 3.432 1.282 -1.9324 1.2664 -0.0338
O -4.044 4.745 1.265 -4.4624 -0.2856 -0.7162
H -2.790 6.444 2.058 0.8650 0.0495 -0.8124
H -1.321 6.027 0.885 -1.1618 -0.6740 1.0215
H -1.481 5.442 2.696 -0.5038 0.1642 -1.9603
C -0.354 1.281 -5.767 -0.7493 -5.4346 -0.1415
N -0.815 1.042 -4.318 2.8745 -1.7475 -2.1048
O -0.186 0.249 -3.620 -0.4042 0.8255 -0.5272
O -1.835 1.554 -4.048 -2.4732 1.4285 1.2998
H -1.104 0.778 -6.455 0.3782 1.0815 1.1251
H 0.537 0.707 -6.005 0.2775 -0.1910 0.7623
H -0.131 2.218 -6.023 0.1098 4.0334 -0.3610
```
Positions in Å, forces in eV/Å.


# 2
Density functional theory data (ωB97M-V with the def2-TZVPD basis set) for a 6-piece molecular cluster, C36H60F13NO26S7 overall.

Computed properties:
- Electronic energy: -204199.3876 eV
- HOMO: -9.21 eV
- Orbital gap: 8.99 eV
- SMILES string: CC[C@@]1(S(C)(=O)=O)C[C@@H](CCC(F)(F)C(F)(F)C(F)(F)C(F)(F)C(F)(F)C(F)(F)F)S(=O)(=O)O[C@@]1(CN)CCCCCCCCCOC.O=S1(=O)OCCO1.O=S1(=O)OCCO1.O=S1(=O)OCCO1.O=S1(=O)OCCO1.O=S1(=O)OCCO1

```
143
Properties=species:S:1:pos:R:3:forces:R:3
C -2.821 0.540 -2.711 -0.3630 -0.3287 -0.0664
C -1.610 0.114 -1.862 -0.1452 0.2602 -0.1252
C -0.201 0.761 -2.074 -0.0580 -0.2131 0.3792
S -0.321 2.443 -2.784 0.3460 0.0348 -0.1061
C -1.436 3.288 -1.682 -0.0570 0.0699 0.1899
O 0.974 3.065 -2.605 -0.0381 -0.0053 0.0150
O -0.899 2.414 -4.097 -0.0907 -0.1082 0.0343
C 0.427 1.009 -0.679 -0.0179 -0.1427 -0.1686
C 0.771 -0.251 0.143 -0.2596 -0.0027 0.3898
C -0.335 -0.671 1.138 0.2270 0.2940 -0.0100
C 0.283 -1.281 2.397 0.2922 -0.1099 -0.3122
C -0.695 -1.926 3.348 -0.2257 0.4343 -0.2456
F -1.566 -2.681 2.641 -0.1455 -0.2232 -0.1623
F -0.067 -2.750 4.207 0.2831 -0.1726 0.3740
C -1.610 -0.995 4.188 0.2652 -0.1411 0.2584
F -2.583 -1.762 4.718 -0.2099 -0.2226 0.1350
F -2.195 -0.106 3.372 -0.1294 0.2006 -0.1760
C -1.077 -0.201 5.428 0.0952 0.1549 -0.4699
F -2.188 0.400 5.911 -0.2239 0.1967 0.1658
F -0.626 -1.035 6.361 0.1104 -0.2705 0.3015
C -0.028 0.948 5.225 0.0957 -0.2592 -0.0510
F -0.148 1.457 3.983 0.0031 -0.0556 -0.2648
F -0.327 1.925 6.086 -0.0908 0.3236 0.2246
C 1.458 0.551 5.495 -0.0532 0.2276 0.0200
F 1.678 0.642 6.808 0.0091 -0.0166 0.3136
F 1.696 -0.706 5.109 0.0515 -0.2255 -0.2136
C 2.477 1.488 4.785 0.0587 -0.1026 -0.0822
F 2.560 1.185 3.488 -0.0285 0.0309 0.0025
F 2.101 2.759 4.908 -0.0071 0.0943 0.0346
F 3.674 1.336 5.334 -0.0352 -0.0249 -0.0279
S 1.314 -1.679 -0.809 0.1107 0.2648 0.0999
O 0.649 -2.849 -0.323 -0.0813 -0.0608 -0.0386
O 2.749 -1.663 -0.814 -0.0695 0.1414 0.0672
O 0.763 -1.465 -2.254 -0.4768 0.3143 0.3759
C 0.735 -0.152 -2.943 0.1378 0.5492 -0.4324
C 2.205 0.317 -3.056 0.2887 -0.0416 -0.1316
N 2.475 1.177 -4.213 0.3547 -0.0449 0.4082
C 0.131 -0.458 -4.319 -0.3067 -0.4286 0.6546
C 0.571 -1.799 -4.901 0.0744 -0.0666 -0.4883
C 2.077 -1.983 -5.173 -0.0309 -0.3085 -0.1485
C 2.793 -2.915 -4.184 0.1307 -0.1620 -0.0814
C 4.272 -2.562 -3.981 -0.0937 0.1992 0.0971
C 4.857 -2.963 -2.617 0.4918 -0.0919 -0.1694
C 4.386 -4.301 -2.039 0.0531 0.0330 0.4131
C 4.482 -4.363 -0.497 -0.1835 0.1652 -0.0642
C 3.217 -4.937 0.124 0.1106 0.0479 0.0767
O 3.519 -5.420 1.424 0.0031 -0.0625 0.0939
C 2.367 -5.771 2.158 0.0045 -0.0351 -0.0308
H -3.579 -0.245 -2.616 0.0613 0.0492 0.0858
H -3.296 1.442 -2.329 0.1166 0.0559 -0.1451
H -2.649 0.651 -3.779 0.2380 0.0620 0.0845
H -1.499 -0.967 -1.953 0.1360 0.0484 0.0137
H -1.884 0.311 -0.822 -0.0056 -0.1201 -0.0628
H -2.094 3.879 -2.318 0.0505 0.0278 0.0730
H -0.834 3.913 -1.026 -0.0693 0.0602 -0.0911
H -2.026 2.600 -1.082 -0.0221 -0.0162 -0.0970
H 1.306 1.643 -0.769 0.0398 -0.1154 -0.0799
H -0.292 1.573 -0.079 0.0661 0.0032 -0.0309
H 1.669 -0.007 0.719 -0.0156 -0.0845 -0.0477
H -0.868 0.242 1.403 -0.1155 -0.2060 -0.0439
H -1.021 -1.377 0.675 -0.0682 0.0933 0.0174
H 0.880 -0.522 2.898 -0.0143 -0.0819 0.1127
H 0.968 -2.090 2.121 -0.0650 0.0102 0.0243
H 2.793 -0.600 -3.137 -0.1369 0.1771 0.0664
H 2.539 0.796 -2.134 -0.1058 -0.0492 0.0371
H 3.285 0.794 -4.691 -0.1040 0.0781 -0.1247
H 2.773 2.084 -3.873 -0.2880 0.0860 -0.1538
H -0.950 -0.518 -4.181 -0.0084 0.0371 -0.1606
H 0.318 0.376 -4.988 0.1823 -0.0607 0.0959
H 0.194 -2.611 -4.271 0.1345 0.0296 -0.0263
H 0.055 -1.907 -5.858 -0.0826 0.0902 0.1453
H 2.175 -2.407 -6.177 0.1313 0.0929 0.0511
H 2.592 -1.021 -5.212 -0.1967 -0.0875 -0.0929
H 2.267 -2.927 -3.224 0.1589 0.1137 -0.1904
H 2.731 -3.940 -4.567 -0.1038 0.0341 0.1438
H 4.874 -2.961 -4.804 -0.0662 -0.0592 0.0691
H 4.376 -1.471 -4.058 0.1332 -0.1063 -0.0907
H 5.947 -3.009 -2.724 -0.0299 0.1190 0.0709
H 4.662 -2.164 -1.894 -0.1454 -0.2504 -0.1488
H 3.345 -4.489 -2.313 0.0992 -0.0095 -0.0821
H 4.996 -5.113 -2.446 -0.2325 -0.0095 -0.1850
H 5.328 -4.965 -0.160 0.0053 0.0372 -0.0624
H 4.611 -3.345 -0.115 0.1234 -0.1500 0.0888
H 2.439 -4.164 0.184 0.1278 -0.2585 -0.1072
H 2.834 -5.770 -0.486 -0.0185 0.0549 0.0251
H 2.632 -6.571 2.853 0.0181 0.0817 0.0002
H 1.566 -6.135 1.504 0.0453 0.0025 0.0290
H 1.987 -4.917 2.732 -0.0441 0.0010 -0.0558
O 7.138 2.425 -4.110 -0.0279 -0.0109 -0.0165
S 6.839 1.163 -3.535 -0.0040 -0.0404 0.0094
O 6.887 -0.020 -4.315 0.0431 0.0219 -0.0148
O 5.429 1.276 -2.797 -0.0853 0.1289 -0.0019
C 5.539 0.901 -1.416 0.0181 -0.2513 0.0958
C 6.960 1.287 -1.054 -0.0664 0.1760 0.0708
O 7.714 0.932 -2.222 0.0227 -0.1248 0.0253
H 5.368 -0.174 -1.327 0.0133 0.0256 0.0194
H 4.788 1.441 -0.846 -0.0217 0.0831 -0.0998
H 7.351 0.735 -0.204 0.0688 -0.0768 -0.0806
H 7.060 2.360 -0.880 -0.0228 -0.0007 0.0029
O -0.578 0.053 -7.198 -0.0364 0.0310 -0.2194
S -1.968 -0.054 -7.450 0.0018 -0.0145 0.1511
O -2.876 -0.272 -6.381 0.0118 0.0353 -0.0098
O -2.182 -1.156 -8.586 0.0805 -0.0159 -0.0719
C -2.912 -0.612 -9.694 -0.1773 0.0424 -0.0154
C -2.527 0.855 -9.693 0.1526 -0.0249 -0.1342
O -2.484 1.189 -8.298 -0.1399 0.0379 0.0011
H -3.980 -0.751 -9.517 0.0004 0.0240 -0.0047
H -2.615 -1.133 -10.600 0.0915 -0.0501 0.0598
H -3.258 1.493 -10.182 -0.0385 0.0414 0.1132
H -1.539 1.018 -10.128 -0.0039 -0.0243 -0.0080
O -2.762 1.540 1.290 0.0218 0.2546 -0.1641
S -4.171 1.612 1.091 -0.2796 0.0832 0.0338
O -4.710 1.857 -0.196 0.2110 -0.0906 -0.0636
O -4.758 2.656 2.134 0.1279 -0.0393 0.2206
C -5.778 2.043 2.947 -0.2125 -0.0379 -0.0447
C -5.356 0.587 3.016 0.0819 0.0405 0.1892
O -4.862 0.316 1.692 -0.0969 -0.0284 -0.0031
H -6.740 2.169 2.451 -0.0002 -0.0247 0.0053
H -5.796 2.533 3.917 0.0991 0.0655 -0.0306
H -6.177 -0.091 3.229 -0.0162 -0.0279 -0.1356
H -4.547 0.428 3.731 -0.0292 0.0245 -0.0027
O -8.012 0.532 7.387 0.0243 0.0318 -0.0140
S -7.134 0.548 8.501 -0.0918 0.0086 0.0191
O -7.616 0.817 9.806 -0.0072 -0.0404 -0.0403
O -5.917 1.522 8.147 0.0391 0.0301 -0.1212
C -4.664 0.834 8.258 0.1533 -0.0764 0.1305
C -5.009 -0.604 7.921 0.0452 0.0274 -0.2187
O -6.282 -0.800 8.550 0.0727 -0.0231 0.1278
H -4.289 0.935 9.278 -0.0190 -0.0204 0.0027
H -3.958 1.273 7.559 -0.0825 0.0742 -0.0304
H -4.299 -1.322 8.321 -0.0995 -0.0395 0.1032
H -5.119 -0.755 6.845 0.0352 0.0161 -0.0070
O -2.911 5.825 1.338 0.0370 0.0329 -0.0087
S -2.526 6.199 2.651 -0.0534 -0.0036 0.0204
O -2.606 7.544 3.086 -0.0468 -0.0105 -0.0629
O -1.062 5.620 2.917 0.0357 -0.1145 -0.0835
C -1.046 4.784 4.082 0.0029 0.0817 0.2311
C -2.445 4.202 4.127 0.1394 -0.3444 -0.1687
O -3.286 5.290 3.725 0.0551 0.0419 0.1533
H -0.835 5.401 4.958 -0.0204 0.0014 0.0017
H -0.272 4.030 3.969 -0.0083 0.0601 -0.1458
H -2.726 3.870 5.124 -0.1399 0.1567 0.0125
H -2.563 3.383 3.413 0.0358 -0.0119 0.0096
```
Positions in Å, forces in eV/Å.


Ordered largest force on an atom results: 11.4 0.8; unit eV/Å.